[1]
Entry from OMol25: 8 unconnected molecules or ions with the total composition C35H47N2O22 (ωB97M-V/def2-TZVPD).

Element x y z (Å)
O  -2.75320  -0.53152  0.96923
C  -1.84210  0.12996  0.63610
N  -0.88634  0.76833  0.28202
C  -0.25499  0.14766  -1.03134
C  0.08223  -1.23291  -0.79687
C  -0.34562  -2.25928  -1.67819
C  -0.07068  -3.59578  -1.48920
C  0.69893  -3.91659  -0.35609
C  1.10890  -2.86099  0.43953
N  0.84059  -1.56535  0.28532
H  -1.02990  0.22448  -1.79207
H  -0.94437  -1.96497  -2.53343
H  -0.41683  -4.36077  -2.16882
H  0.95790  -4.93413  -0.12205
H  1.72994  -3.11347  1.29694
C  1.45087  -6.47744  5.63899
C  1.94496  -6.00591  4.29292
C  1.00165  -5.09990  3.54062
O  1.36962  -5.34965  2.17850
C  1.87066  -6.60112  2.11732
O  2.10583  -7.18994  1.10995
O  2.07114  -7.10244  3.36422
H  2.11025  -7.23864  6.03709
H  1.40586  -5.64738  6.34019
H  0.45991  -6.91983  5.55305
H  2.93218  -5.54379  4.39395
H  1.12886  -4.04742  3.78239
H  -0.04783  -5.37411  3.66898
C  4.07591  -5.09449  -1.56014
C  3.83666  -4.85284  -3.03006
C  4.84546  -3.95257  -3.70220
O  4.07918  -3.39351  -4.77448
C  2.77244  -3.39411  -4.37822
O  1.89928  -2.84212  -4.95822
O  2.62542  -4.11646  -3.24163
H  3.22887  -5.61475  -1.11355
H  4.97521  -5.69508  -1.41266
H  4.18620  -4.14986  -1.02599
H  3.74469  -5.80751  -3.55898
H  5.71127  -4.48781  -4.08737
H  5.18047  -3.13862  -3.05482
C  -5.86154  2.84864  -1.87717
C  -4.69664  2.21413  -2.58814
C  -3.77934  1.39301  -1.71313
O  -2.53639  1.48912  -2.41783
C  -2.54433  2.64608  -3.10121
O  -1.59072  3.11272  -3.63876
O  -3.78131  3.21117  -3.08702
H  -6.37031  3.53971  -2.53390
H  -6.57209  2.09111  -1.54600
H  -5.52317  3.41738  -1.00770
H  -5.05168  1.63185  -3.44316
H  -4.08491  0.35410  -1.61567
H  -3.64127  1.82015  -0.71745
C  1.43479  3.48358  -3.56472
C  2.09119  4.15781  -2.39191
C  2.78388  5.45976  -2.71126
O  3.79917  5.52569  -1.68886
C  4.08553  4.23542  -1.33816
O  5.00955  3.93160  -0.65377
O  3.19806  3.38386  -1.87402
H  1.09371  2.48733  -3.28423
H  0.57855  4.05680  -3.91080
H  2.14201  3.36566  -4.39030
H  1.36854  4.28455  -1.58136
H  2.11963  6.31989  -2.65229
H  3.27867  5.45275  -3.68506
C  2.72737  -9.96154  11.40547
C  2.53407  -9.64804  9.94368
C  3.59042  -8.75679  9.33533
O  2.87016  -8.12619  8.27009
C  1.55889  -8.09556  8.62492
O  0.71764  -7.48726  8.05329
O  1.35078  -8.85947  9.72966
H  1.85131  -10.47206  11.80406
H  3.59990  -10.59858  11.54917
H  2.85830  -9.04685  11.98521
H  2.42427  -10.57329  9.37063
H  4.44638  -9.30403  8.94804
H  3.93731  -7.98214  10.02340
C  -9.70258  6.86810  -6.14122
C  -9.59784  5.59118  -5.34675
C  -9.41514  5.77618  -3.85874
O  -8.72255  4.57730  -3.49256
C  -8.03046  4.15829  -4.58449
O  -7.21162  3.30223  -4.57319
O  -8.40544  4.86304  -5.68328
H  -9.67363  6.65499  -7.20928
H  -10.63320  7.38734  -5.91226
H  -8.86472  7.53132  -5.92278
H  -10.45358  4.94324  -5.55904
H  -10.35371  5.85794  -3.31569
H  -8.77983  6.63073  -3.61411
C  4.05561  9.51454  1.03154
C  2.89857  9.36712  0.07742
C  3.21843  8.63722  -1.20281
O  2.25229  9.19545  -2.11006
C  1.95276  10.44119  -1.66872
O  1.32718  11.24376  -2.28079
O  2.47020  10.64651  -0.43083
H  3.79012  10.18109  1.85206
H  4.33742  8.54573  1.44269
H  4.92038  9.95018  0.52911
H  2.04608  8.90997  0.58763
H  3.10162  7.56408  -1.12111
H  4.21778  8.86182  -1.58279

Atomic forces in eV per Å
-0.84 -0.13 0.44
0.70 -0.16 -0.30
0.36 0.47 -0.39
-0.50 -0.64 0.27
0.35 0.42 0.29
-0.32 -0.37 -0.89
0.57 0.85 0.77
-0.32 0.10 -0.60
0.19 -0.12 0.39
-0.22 -0.56 -0.15
0.35 0.01 0.15
-0.03 0.06 -0.01
-0.10 0.01 -0.11
0.08 -0.08 0.07
0.02 0.15 0.09
0.04 -0.10 -0.63
-0.23 -0.07 0.43
0.05 0.30 -0.05
0.10 -0.38 0.28
-0.03 0.01 0.00
0.05 -0.04 -0.03
0.08 0.14 -0.11
0.16 0.03 0.04
0.01 0.02 0.02
-0.04 0.06 0.00
-0.01 0.03 -0.10
0.04 0.04 -0.22
0.03 -0.07 0.09
-0.23 0.11 0.14
0.15 -0.06 0.58
0.12 -0.03 -0.19
0.01 -0.01 0.08
-0.10 -0.01 0.16
-0.02 -0.01 -0.13
0.06 0.02 -0.40
0.04 -0.07 -0.03
0.01 -0.02 -0.06
0.00 0.03 -0.05
0.02 0.04 -0.09
-0.06 0.04 -0.17
-0.06 -0.06 0.11
0.21 0.40 0.30
-0.29 0.07 0.26
-0.01 -0.23 0.01
-0.48 0.31 -0.23
0.08 -0.05 0.13
-0.13 0.21 -0.16
0.10 -0.15 -0.07
-0.11 -0.05 -0.08
0.02 -0.04 -0.05
0.09 -0.15 0.05
0.06 0.01 -0.03
0.19 -0.05 -0.05
-0.07 0.05 -0.01
0.38 -0.39 -0.11
-0.26 -0.15 -0.41
-0.02 0.16 0.14
-0.16 -0.08 -0.19
0.00 -0.25 0.03
0.11 0.10 0.04
0.09 0.31 0.12
-0.16 0.08 0.09
-0.04 0.00 0.08
0.06 0.10 0.04
0.07 -0.02 0.06
0.09 0.06 0.10
-0.06 -0.11 -0.03
-0.26 0.17 0.15
0.11 -0.09 0.40
0.14 -0.05 -0.17
-0.03 0.00 0.10
-0.12 -0.02 0.13
-0.09 -0.12 0.37
0.10 -0.01 -0.20
0.04 -0.09 -0.05
0.00 -0.01 -0.05
0.05 0.02 -0.05
0.02 0.04 -0.07
-0.06 0.06 -0.18
-0.05 -0.06 0.10
0.29 0.00 -0.18
-0.05 0.39 -0.17
-0.12 -0.07 0.17
-0.01 0.07 -0.08
0.06 0.01 -0.10
-0.09 -0.07 -0.22
-0.10 -0.11 0.17
-0.10 -0.03 0.01
-0.02 -0.04 0.02
-0.01 -0.01 0.08
0.01 -0.04 0.07
0.04 -0.17 0.08
-0.01 0.05 -0.11
0.06 0.35 0.02
0.38 0.00 0.23
-0.14 -0.12 -0.02
0.07 0.08 0.10
0.02 0.01 0.00
-0.03 0.06 -0.04
-0.13 -0.13 -0.10
-0.06 -0.09 0.05
-0.04 -0.03 -0.03
-0.01 -0.06 -0.06
-0.04 -0.01 -0.08
-0.09 -0.01 -0.09
0.03 0.04 0.10

Values from the calculation:
* 2S+1: 1
* HOMO: -2.1 eV
* net charge: -1
* E_tot: -3126.762256 a.u.

---

[2]
Entry from OMol25: a molecular structure, C47H40BiN5OPSe (ωB97M-V/def2-TZVPD).

Element x y z (Å)
Bi  0.38723  -0.05216  -1.04731
C  -2.67202  -6.92372  -0.09300
C  -3.00106  -6.01776  1.12050
C  -4.11057  -6.31388  1.93694
C  -4.41288  -5.52291  3.06182
C  -3.50115  -4.53540  3.45000
C  -2.40244  -4.22184  2.65522
C  -2.19246  -4.83940  1.42666
N  -1.02692  -4.39139  0.66085
C  -0.91494  -3.16104  0.11614
N  -2.07855  -2.39317  0.16086
C  -2.49776  -1.40926  -0.74916
C  -1.67252  -0.73538  -1.66736
C  -2.25218  -0.15254  -2.80259
C  -3.55571  0.19224  -2.81687
C  -4.31915  -0.01696  -1.72638
C  -3.88599  -0.95473  -0.71489
C  -4.92795  -1.59262  0.20531
N  0.19856  -2.63391  -0.29216
C  1.35604  -3.37768  -0.52460
C  1.34126  -4.39228  -1.56875
C  2.52587  -4.84831  -2.10536
C  3.74387  -4.38373  -1.60872
C  3.79547  -3.43291  -0.64535
C  2.62066  -2.91338  -0.09518
C  2.87038  -1.83228  0.92111
H  -1.58056  -6.98256  -0.28750
H  -3.08925  -6.48352  -1.03746
H  -3.00396  -7.96755  0.04387
H  -4.78649  -7.09591  1.66497
H  -5.27066  -5.74641  3.67157
H  -3.73944  -4.07954  4.41858
H  -1.78476  -3.34339  2.87665
H  -0.09823  -4.91939  0.60307
H  -2.84193  -2.96241  0.51095
H  -1.61618  0.12280  -3.64766
H  -3.89762  0.57613  -3.75393
H  -5.26914  0.47697  -1.55320
H  -5.71339  -0.87051  0.28370
H  -4.47868  -1.77307  1.17299
H  -5.25654  -2.61622  -0.16838
H  0.41427  -4.87076  -1.83777
H  2.44417  -5.44867  -3.00111
H  4.64404  -4.83537  -2.04104
H  4.78309  -3.01918  -0.29658
H  3.90167  -1.96177  1.30110
H  2.10875  -1.79174  1.68471
H  2.80999  -0.84353  0.42696
O  3.63209  0.13160  -1.54965
C  2.82626  0.93013  -1.94765
C  2.90037  2.16371  -2.65323
C  4.07216  2.36296  -3.42933
C  4.35692  3.60944  -3.97320
C  3.42257  4.66455  -3.84388
C  2.24608  4.43321  -3.08982
C  1.97758  3.18440  -2.52024
P  0.36019  2.85410  -1.58527
C  0.27565  3.91933  -0.09675
C  1.43671  4.55119  0.34909
C  1.42043  5.40124  1.46428
C  0.21009  5.62376  2.15471
C  -0.98080  5.12609  1.65363
C  -0.97789  4.28834  0.50617
C  -0.77306  3.45271  -2.80022
C  -0.86537  2.82675  -4.00939
C  -1.93965  3.11080  -4.91303
C  -2.81487  4.13206  -4.67096
C  -2.66535  4.87275  -3.47234
C  -1.62915  4.58921  -2.59266
H  4.74494  1.53661  -3.59381
H  5.23052  3.79113  -4.53697
H  3.52447  5.61982  -4.37433
H  1.41145  5.12914  -3.01663
H  2.39542  4.29502  -0.14358
H  2.32389  5.94842  1.75137
H  0.18658  6.22120  3.06644
H  -1.92201  5.38158  2.06071
H  -1.93721  3.88645  0.10790
H  -0.21575  1.97422  -4.17399
H  -1.97695  2.49796  -5.83186
H  -3.76484  4.24645  -5.14326
H  -3.37239  5.65788  -3.24314
H  -1.48390  5.23911  -1.68675
Se  0.25451  1.84011  3.93620
N  1.04076  0.43015  4.69384
C  2.21682  0.85389  5.18739
C  2.99968  0.07485  6.03419
C  4.09519  0.75711  6.52690
C  4.51985  2.06124  6.13128
C  3.84940  2.83320  5.23026
C  2.57582  2.31393  4.77338
N  1.68940  2.94000  4.05148
H  2.66523  -0.99427  6.17736
H  4.73961  0.30539  7.34503
H  5.44797  2.40229  6.56635
H  4.17637  3.82083  4.83175

Atomic forces in eV per Å
-0.15 -0.50 0.92
0.34 0.78 -0.23
0.87 0.56 -0.67
0.64 1.49 0.07
1.48 -0.32 -0.73
-1.06 -0.48 0.48
-0.38 1.09 -0.26
-0.07 -2.13 0.38
0.95 -1.80 -0.28
-0.12 1.46 0.25
0.01 -0.60 0.01
-1.63 1.56 -0.31
0.74 -0.26 -0.72
2.06 -0.18 0.61
-0.21 0.45 -1.64
-0.61 -1.84 3.06
0.86 -0.31 -1.39
1.39 -0.70 -0.79
-0.78 0.54 0.23
1.50 -0.90 -1.84
0.45 0.84 1.82
-0.59 0.41 0.08
0.60 -1.29 -1.56
0.69 0.48 0.78
-0.15 0.05 0.19
-0.23 0.58 -0.57
-0.53 0.14 0.33
0.09 -0.53 0.82
-0.16 0.65 -0.03
-0.09 -0.54 -0.19
-0.16 -0.01 0.08
0.58 0.30 -0.55
-0.07 -0.51 0.24
-2.07 0.68 0.51
-0.06 0.40 0.04
-0.17 -0.05 0.33
-0.66 0.74 -0.11
-0.21 -0.37 -0.40
-0.85 -0.07 0.22
-0.12 0.08 0.51
0.10 1.40 0.21
-0.36 0.37 -0.42
0.35 -0.49 0.24
-0.18 0.48 0.20
-1.18 -0.61 -0.37
-0.79 0.26 0.17
0.00 -0.20 0.56
0.28 -0.35 0.24
-0.95 1.86 -0.89
-0.03 -3.33 0.99
1.64 0.98 -0.95
-0.14 0.67 0.18
-1.77 0.38 0.40
-1.00 -0.68 0.64
0.00 -0.33 -0.67
-0.50 0.29 0.94
1.14 -0.67 0.17
-1.16 1.20 -0.08
0.69 -0.27 0.42
-0.63 0.02 -0.03
0.73 0.23 -0.33
0.73 -1.32 -1.88
0.72 -0.49 0.23
-1.59 2.60 -0.06
-1.37 -0.74 -0.84
1.85 -0.85 -0.55
-0.35 0.04 2.18
0.77 -0.37 -0.34
0.25 0.05 0.84
0.13 -0.10 0.17
0.87 -0.08 -0.53
0.24 -0.46 0.40
0.54 0.39 -0.15
-0.63 0.45 0.35
-0.30 -0.49 0.07
0.14 -0.03 -0.33
-0.73 0.20 0.62
0.88 0.33 0.41
0.00 -0.01 -0.40
-0.22 0.43 0.61
-0.11 0.13 -1.01
0.08 0.10 0.00
-0.28 -0.87 -1.05
0.65 0.02 -0.64
0.90 1.07 0.83
-2.12 1.98 -2.36
1.36 -0.27 0.50
0.38 -1.96 1.61
-0.17 0.52 -0.58
-0.51 0.19 -0.41
0.38 -2.16 0.87
-0.64 -0.38 0.39
0.75 1.46 0.34
-0.88 0.29 -1.28
0.04 0.14 -0.03
-0.15 -0.91 0.65

Values from the calculation:
* 2S+1: 1
* HOMO (spin up / spin down): -10.0 / -9.7 eV
* net charge: +1
* E_tot: -5121.033813 a.u.

---

Q: What is the E_tot in the second record?
A: -5121.033813 a.u.